C4H5N3O | ωB97M-V with the def2-TZVPD basis set

Summary:
- Kohn-Sham gap: 9.19 eV
- Multiplicity: 1
- HOMO level: -0.33844 Eh
- SMILES: [H]/N=c1\cc(C)onn1
- Energy above the lowest of the compared OMol25 structures with the same formula, charge and spin: 146.1 kcal per mole
- Calculated total energy: -10741.2779 eV

Element x y z (Å)
H 2.588 -1.284 0.137
N 2.985 -0.322 0.139
C 1.834 0.082 -0.033
C 0.564 -0.440 0.185
C -0.638 0.318 0.120
C -2.005 -0.348 -0.164
O -0.718 1.598 0.365
N 0.643 2.192 -0.047
N 1.591 1.523 -0.232
H 0.298 -1.550 -0.058
H -2.553 -0.585 1.003
H -1.739 -1.425 -0.562
H -2.850 0.241 -0.853

Atomic partial charges in e from the Mulliken method, atoms 1 to 8:
1. H 0.277
2. N -0.640
3. C 0.516
4. C -0.293
5. C 0.636
6. C -0.962
7. O -0.268
8. N -0.121

C8H8NO | ωB97M-V with the def2-TZVPD basis set

Summary:
- Kohn-Sham gap (alpha / beta): 7.81 / 7.81 eV
- Multiplicity: 1
- Charge: +1
- HOMO level (alpha / beta): -0.48618 / -0.48620 Eh
- Energy above the lowest of the compared OMol25 structures with the same formula, charge and spin: 38.0 kcal per mole
- Calculated total energy: -11952.4115 eV

Element x y z (Å)
C 1.684 -0.036 0.288
C 1.913 -1.386 0.557
C -0.693 2.452 -0.834
C 0.602 2.067 -0.426
C -1.516 1.370 -0.459
C 0.519 0.719 0.126
C 1.334 -2.494 0.166
C -1.685 -1.242 0.505
N -0.766 0.391 0.023
O 0.876 -3.446 -0.338
H 2.533 0.514 -0.035
H 2.928 -1.510 0.953
H -1.074 3.354 -1.218
H 1.536 2.527 -0.288
H -2.614 1.175 -0.664
H -2.572 -0.734 0.972
H -1.950 -1.723 -0.519
H -1.054 -1.999 1.190

Atomic partial charges in e from the Mulliken method, atoms 1 to 8:
1. C -0.050
2. C -0.655
3. C -0.941
4. C -0.296
5. C 0.081
6. C 0.488
7. C 0.480
8. C -0.576

C10H14BBaClN6O4 | ωB97M-V with the def2-TZVPD basis set

Summary:
- Kohn-Sham gap: 8.37 eV
- Multiplicity: 1
- HOMO level: -0.32879 Eh
- Energy above the lowest of the compared OMol25 structures with the same formula, charge and spin: 0.0 kcal per mole
- Calculated total energy: -41615.8741 eV

Element x y z (Å)
H -1.776 -1.809 2.434
N -0.123 -1.249 1.211
B 2.158 -1.157 0.066
N 1.158 -1.768 1.088
C 1.350 -2.753 1.984
Ba -1.216 1.112 0.082
H 2.311 -3.245 2.048
C 0.162 -2.928 2.697
H -0.019 -3.636 3.480
C -0.740 -1.977 2.166
H 3.177 -1.780 0.059
C -2.585 3.389 -0.745
H -3.579 3.851 -0.873
H -2.411 2.753 -1.620
H -1.839 4.188 -0.679
N 2.395 0.311 0.503
N 1.529 -1.118 -1.354
N 1.332 1.218 0.594
N 0.270 -0.570 -1.562
C 3.551 0.888 0.866
C 2.053 -1.537 -2.521
H 4.463 0.308 0.844
H 3.051 -1.951 -2.544
C 3.285 2.211 1.221
C 1.105 -1.321 -3.523
C 1.898 2.377 1.044
C -0.003 -0.738 -2.874
H 4.003 2.934 1.560
H 1.208 -1.556 -4.565
H 1.304 3.268 1.229
H -0.961 -0.455 -3.302
H -2.653 2.815 0.247
O -5.359 -0.814 1.215
Cl -4.813 -0.014 0.147
O -5.319 -0.417 -1.142
O -5.044 1.404 0.379
O -3.321 -0.236 0.139

Atomic partial charges in e from the Mulliken method, atoms 1 to 8:
1. H 0.484
2. N 0.137
3. B 0.199
4. N -0.201
5. C -0.157
6. Ba 1.754
7. H 0.433
8. C -1.065

C16H51NO7PS6 | ωB97M-V with the def2-TZVPD basis set

Summary:
- Kohn-Sham gap: 4.86 eV
- Multiplicity: 1
- Charge: -1
- HOMO level: -0.10795 Eh
- Calculated total energy: -107534.1687 eV

Element x y z (Å)
C -0.227 3.697 -0.009
C -1.123 3.009 1.029
C -1.543 1.608 0.597
O -0.474 0.936 -0.005
C -0.648 -0.474 -0.145
P 0.933 -1.469 0.323
N 2.459 -2.390 0.717
H -0.408 4.773 -0.012
H 0.826 3.550 0.231
H -0.385 3.291 -1.008
H -0.613 3.001 1.992
H -2.041 3.590 1.109
H -2.368 1.725 -0.126
H -1.906 1.047 1.464
H -1.479 -0.828 0.473
H -0.850 -0.699 -1.202
H 0.551 -2.532 -0.643
H 0.198 -2.189 1.378
H 1.294 -0.423 1.276
H 1.649 -0.717 -0.773
H 3.164 -1.711 0.989
H 2.802 -2.831 -0.131
C -5.992 6.318 1.176
S -4.805 5.904 2.462
O -3.600 5.381 1.777
C -5.698 4.474 3.086
H -5.594 7.168 0.626
H -6.109 5.466 0.508
H -6.945 6.587 1.633
H -5.834 3.755 2.279
H -6.659 4.793 3.491
H -5.094 4.031 3.875
C 1.463 3.686 4.874
S 2.196 2.876 3.441
O 2.188 1.429 3.728
C 3.876 3.447 3.752
H 0.408 3.418 4.890
H 1.952 3.328 5.780
H 1.567 4.767 4.778
H 4.197 3.104 4.736
H 3.913 4.535 3.689
H 4.511 3.012 2.982
C 1.030 -5.281 3.869
S 0.525 -5.262 2.143
O -0.965 -5.304 2.150
C 1.045 -6.945 1.770
H 0.745 -4.322 4.296
H 0.521 -6.094 4.389
H 2.112 -5.399 3.925
H 0.535 -7.652 2.424
H 2.127 -7.020 1.891
H 0.777 -7.153 0.740
C 1.518 -9.544 -2.243
S 0.317 -10.239 -1.101
O 0.566 -9.598 0.213
C 1.053 -11.879 -1.026
H 1.263 -8.497 -2.386
H 2.515 -9.627 -1.811
H 1.461 -10.072 -3.195
H 2.085 -11.795 -0.683
H 1.009 -12.342 -2.012
H 0.474 -12.465 -0.317
C 1.728 5.287 -2.877
S 1.065 5.803 -4.461
O 1.244 7.280 -4.560
C -0.658 5.524 -4.031
H 2.807 5.421 -2.916
H 1.300 5.903 -2.087
H 1.499 4.233 -2.719
H -0.918 6.129 -3.163
H -0.807 4.465 -3.818
H -1.263 5.819 -4.886
C 0.059 1.006 -3.553
S 1.371 0.694 -4.727
O 2.130 1.969 -4.856
C 0.294 0.594 -6.168
H 0.501 1.150 -2.566
H -0.479 1.904 -3.861
H -0.612 0.148 -3.514
H -0.274 1.520 -6.260
H -0.374 -0.260 -6.056
H 0.924 0.457 -7.044

Atomic partial charges in e from the Mulliken method, atoms 1 to 8:
1. C -0.858
2. C 0.414
3. C -0.689
4. O 0.051
5. C -1.152
6. P 1.219
7. N -0.839
8. H 0.441

CH11NO4 | ωB97M-V with the def2-TZVPD basis set

Summary:
- Kohn-Sham gap: 8.67 eV
- Multiplicity: 1
- HOMO level: -0.37166 Eh
- Energy above the lowest of the compared OMol25 structures with the same formula, charge and spin: 126.6 kcal per mole
- Calculated total energy: -10890.5351 eV

Element x y z (Å)
C -2.518 0.257 0.682
N -1.409 -0.598 0.631
H -3.303 0.026 1.425
H -2.578 1.228 -0.015
H -2.392 -0.986 0.092
H 0.701 -1.975 1.235
H 1.981 -1.341 0.705
O 1.657 -1.997 1.320
H 0.426 1.799 1.587
H -0.396 0.874 0.711
O 0.519 1.375 0.689
H -0.992 -0.274 -2.264
H -0.627 -0.075 -0.723
O -0.314 0.056 -1.617
H 2.602 0.801 -0.890
H 3.515 0.661 -2.125
O 3.128 0.170 -1.443

Atomic partial charges in e from the Mulliken method, atoms 1 to 8:
1. C -0.201
2. N -0.613
3. H 0.337
4. H 0.259
5. H 0.260
6. H 0.316
7. H 0.349
8. O -0.662